Formula: C48H109F2N8O13S2V
Source: the Open Molecules 2025 dataset
Level of theory: the ωB97M-V functional and the def2-TZVPD basis

CARTESIAN COORDINATES (ANGSTROEM)
O: -2.4896 0.7275 3.8592
V: -2.9208 1.8563 2.7992
O: -2.2611 3.2374 3.2705
N: -1.5846 1.3240 1.2574
S: -0.8047 2.1540 0.1712
O: -1.2291 2.0114 -1.1878
O: 0.5684 2.4770 0.4450
F: -1.5970 3.5208 0.5344
S: -0.6774 -0.1174 1.0034
O: 0.3051 -0.3521 2.0192
O: -0.4596 -0.5745 -0.3391
F: -1.8251 -1.1361 1.4667
C: -4.3247 -4.0461 -1.4770
C: -3.2240 -4.4831 -0.4992
C: -3.3569 -3.6840 0.8628
C: -4.3326 -4.2876 1.8759
C: -3.8901 -5.7056 2.1997
C: -3.8485 -6.5782 0.9505
N: -3.1864 -5.9056 -0.1959
O: -3.2760 -6.7234 -1.3160
C: -3.1448 -7.8977 1.2864
C: -5.3292 -6.9085 0.6599
C: -1.8489 -4.0045 -1.0519
H: -4.3568 -2.9589 -1.5033
H: -5.2394 -4.6199 -1.3363
H: -3.9729 -4.3602 -2.4640
H: -2.3673 -3.5694 1.3055
H: -3.7110 -2.6764 0.6319
H: -5.2942 -4.3042 1.3530
H: -4.4814 -3.6361 2.7381
H: -4.5448 -6.2269 2.8985
H: -2.9023 -5.7147 2.6727
H: -2.0682 -7.8761 1.4490
H: -3.6373 -8.3462 2.1542
H: -3.3609 -8.6693 0.5418
H: -5.9251 -6.1008 0.2393
H: -5.3892 -7.6940 -0.1026
H: -5.8111 -7.4094 1.5005
H: -1.0423 -4.2607 -0.3680
H: -1.9141 -2.9139 -1.0661
H: -1.6042 -4.3888 -2.0424
H: -2.3989 -7.0879 -1.4857
C: 0.4746 -4.0544 2.2343
C: 1.7114 -4.6657 1.6150
C: 2.9094 -3.7763 1.9189
C: 3.5037 -3.9734 3.2989
C: 3.6982 -5.4409 3.6612
C: 2.4543 -6.3685 3.3776
N: 1.8895 -6.0819 2.0699
O: 0.8097 -6.9175 1.7715
C: 3.0312 -7.7850 3.4699
C: 1.4445 -6.1389 4.5380
C: 1.5967 -4.7254 0.0886
H: 0.4675 -3.8865 3.3109
H: -0.3566 -4.7533 2.0982
H: 0.2941 -3.1053 1.7393
H: 3.7306 -3.9161 1.2056
H: 2.7263 -2.7076 1.7773
H: 2.8133 -3.5540 4.0414
H: 4.4125 -3.3883 3.4463
H: 3.8782 -5.4756 4.7409
H: 4.6962 -5.7203 3.3105
H: 2.2865 -8.5527 3.2379
H: 3.8522 -7.9649 2.7750
H: 3.3484 -8.0258 4.4848
H: 0.4308 -6.4045 4.2320
H: 1.6399 -6.7029 5.4498
H: 1.4387 -5.0761 4.7804
H: 2.5557 -4.8797 -0.4079
H: 1.2428 -3.7919 -0.3552
H: 0.8993 -5.4948 -0.2455
H: 1.1109 -7.4087 1.0000
C: 2.2975 -3.1475 -3.1744
C: 2.6279 -1.6689 -2.9979
C: 3.9657 -1.4557 -3.7202
C: 4.2766 0.0113 -4.0321
C: 3.0975 0.7103 -4.7280
C: 1.7470 0.5426 -3.9859
N: 1.5909 -0.8918 -3.7072
O: 0.3007 -1.1905 -3.2410
C: 1.7801 1.4787 -2.7375
C: 0.6748 0.9587 -4.9903
C: 2.7720 -1.3779 -1.4716
H: 1.8888 -3.3962 -4.1574
H: 1.5030 -3.5553 -2.5466
H: 3.2016 -3.7452 -3.0463
H: 4.8155 -1.7322 -3.0911
H: 4.0485 -1.9323 -4.6975
H: 5.0351 -0.0896 -4.8123
H: 4.6629 0.5362 -3.1588
H: 2.9874 0.3744 -5.7590
H: 3.3468 1.7742 -4.7044
H: 1.0751 1.1716 -1.9662
H: 2.7480 1.4885 -2.2387
H: 1.4204 2.4379 -3.1107
H: 1.0370 1.8169 -5.5593
H: 0.5337 0.1260 -5.6808
H: -0.3085 1.1942 -4.5823
H: 3.3142 -0.4389 -1.3253
H: 3.3182 -2.1219 -0.8930
H: 1.8120 -1.1718 -0.9962
H: 0.2832 -0.8361 -2.3378
C: 0.0432 9.1939 -3.6259
C: -1.2319 8.4048 -3.3219
C: -2.0716 8.4298 -4.6206
C: -3.2596 7.4776 -4.5645
C: -2.8482 6.0609 -4.1466
C: -1.9017 5.9122 -2.9253
N: -0.8907 6.9992 -3.0125
O: 0.0245 6.9418 -1.9365
C: -2.6926 5.9585 -1.6146
C: -1.1963 4.5618 -3.0472
C: -1.9520 9.0847 -2.1598
H: 0.7139 9.1251 -2.7674
H: -0.1548 10.2598 -3.7259
H: 0.5070 8.7435 -4.5028
H: -2.5307 9.4017 -4.8170
H: -1.4807 8.1778 -5.5029
H: -3.8548 7.4276 -5.4773
H: -3.9746 7.8439 -3.8201
H: -2.4512 5.4789 -4.9819
H: -3.7290 5.4773 -3.8588
H: -3.3364 6.8273 -1.4917
H: -3.3341 5.0793 -1.5233
H: -1.9270 5.9520 -0.8364
H: -0.6172 4.3438 -3.9446
H: -0.6223 4.4113 -2.1323
H: -1.9368 3.7574 -3.0696
H: -1.5128 8.9361 -1.1723
H: -2.9864 8.7463 -2.0900
H: -1.9629 10.1703 -2.2843
H: 0.7833 6.4810 -2.3092
C: -5.6233 -0.0362 -0.1105
C: -4.7181 0.8671 0.7163
C: -5.2747 2.3062 0.7715
O: -4.3647 3.1103 1.5550
C: -4.7520 4.4722 1.6031
N: -4.5193 0.3484 2.0855
H: -5.2251 -0.9961 -0.4388
H: -5.9771 0.4576 -1.0179
H: -6.5059 -0.2863 0.4870
H: -3.7189 0.7976 0.2860
H: -6.2821 2.3881 1.1878
H: -5.3442 2.6234 -0.2707
H: -4.8239 4.9532 0.6268
H: -4.1157 5.0443 2.2724
H: -5.7642 4.5384 2.0186
H: -4.4267 -0.6578 2.1993
H: -5.4152 0.4705 2.5644
C: 1.7811 5.6458 1.2585
C: 2.8475 4.6499 1.6416
C: 3.6254 4.0047 0.4691
O: 4.7997 3.2870 0.9067
C: 5.6526 2.9333 -0.1567
N: 3.7988 5.2292 2.6082
H: 2.1701 6.4361 0.6161
H: 1.3353 6.0799 2.1518
H: 1.0053 5.0290 0.7973
H: 2.4237 3.8035 2.1937
H: 4.0005 4.8435 -0.1331
H: 3.0911 3.3077 -0.1805
H: 6.5500 2.4685 0.2486
H: 6.0060 3.8163 -0.6997
H: 5.1805 2.2746 -0.8913
H: 4.1054 6.1231 2.2117
H: 4.6799 4.7380 2.4475
C: 3.5166 0.3622 1.5397
C: 3.6019 0.8592 3.0269
C: 3.6023 -0.3283 3.9615
O: 3.5734 0.2141 5.2967
C: 3.5273 -0.8370 6.2290
N: 4.8695 1.6235 3.1155
H: 3.3804 1.1051 0.7547
H: 2.7126 -0.3766 1.5883
H: 4.4442 -0.1142 1.2041
H: 2.7921 1.5806 3.1396
H: 4.5053 -0.9416 3.9144
H: 2.6672 -0.8831 3.8376
H: 2.5898 -1.3975 6.1214
H: 3.5160 -0.4880 7.2622
H: 4.3422 -1.5683 6.1897
H: 4.9334 2.3202 2.3604
H: 5.5233 0.9105 2.7908

As for the molecular weight: 1159.52 g/mol. The calculation puts the orbital gap at 6.4 eV. For the energy relative to the best compared isomer or geometry (same formula, charge and spin), the calculation gives 41.3 kcal/mol. Its charge is 0.



Formula: C48H110N6O8
Source: the Open Molecules 2025 dataset
Level of theory: the ωB97M-V functional and the def2-TZVPD basis

CARTESIAN COORDINATES (ANGSTROEM)
C: 0.9719 -1.5481 0.8614
C: 0.3740 -0.3825 0.0936
C: 1.2976 0.2856 -0.9330
O: 0.8795 1.6304 -1.0074
C: 1.5769 2.3266 -2.0380
N: -0.8984 -0.7866 -0.5242
H: 1.7667 -1.2007 1.5206
H: 1.4141 -2.3193 0.2199
H: 0.2005 -2.0793 1.4210
H: 0.1380 0.4066 0.8132
H: 1.2319 -0.2022 -1.9136
H: 2.3308 0.1142 -0.6006
H: 1.4044 1.8811 -3.0175
H: 2.6475 2.4421 -1.8420
H: 1.2135 3.3543 -2.0020
H: -1.1967 0.0528 -1.0193
H: -0.7373 -1.5327 -1.1949
C: 3.9085 1.5340 3.0448
C: 4.7800 1.4333 1.8088
C: 5.2218 0.0243 1.4431
O: 4.1339 -0.8569 1.2378
C: 4.5317 -2.1977 1.0935
N: 4.0909 2.1313 0.6948
H: 3.6775 2.5748 3.2786
H: 4.3871 1.1296 3.9474
H: 2.9603 0.9927 2.9890
H: 5.7001 2.0027 1.9828
H: 5.8678 -0.3186 2.2602
H: 5.8180 0.0329 0.5231
H: 5.4895 -2.2562 0.5668
H: 3.7674 -2.7125 0.5100
H: 4.6060 -2.7276 2.0466
H: 3.3453 2.6661 1.1285
H: 3.5861 1.4714 0.1109
C: -1.0198 5.1519 2.3161
C: -0.8037 4.8646 0.8143
C: -1.3771 5.9865 -0.0343
C: -0.5445 7.2618 0.0657
C: 0.8636 6.9657 -0.3931
C: 1.5348 5.8330 0.3492
N: 0.6224 4.6938 0.4855
O: 1.2135 3.5431 1.0514
C: 2.7664 5.4006 -0.4429
C: 2.1328 6.2709 1.7262
C: -1.5521 3.5644 0.4568
H: -0.8633 6.2080 2.5331
H: -0.3141 4.5844 2.9234
H: -2.0330 4.8600 2.5975
H: -1.4268 5.6799 -1.0832
H: -2.4105 6.1416 0.2867
H: -0.6363 7.7411 1.0424
H: -1.0397 7.9931 -0.5830
H: 1.4457 7.8937 -0.3570
H: 0.9004 6.7808 -1.4726
H: 3.4983 6.2039 -0.5609
H: 3.3465 4.6315 0.0655
H: 2.4670 5.0740 -1.4410
H: 2.7261 7.1720 1.5468
H: 1.3485 6.5626 2.4286
H: 2.7872 5.5438 2.2015
H: -1.1924 3.1486 -0.4886
H: -2.6373 3.6597 0.4762
H: -1.3190 2.7383 1.1368
H: 1.1629 2.9480 0.2812
C: 3.1055 -1.0090 -4.5930
C: 1.8282 -1.3928 -5.4078
C: 2.2531 -1.2638 -6.8726
C: 1.3995 -2.0751 -7.8538
C: 1.2683 -3.5008 -7.3582
C: 0.7139 -3.6493 -5.9370
N: 1.4782 -2.7462 -5.0306
O: 1.1238 -2.9244 -3.6880
C: -0.7680 -3.2649 -5.8491
C: 0.9744 -5.0654 -5.4270
C: 0.7579 -0.3243 -5.1149
H: 3.3690 0.0130 -4.8530
H: 3.8916 -1.7315 -4.8282
H: 3.0129 -1.1857 -3.5174
H: 2.0704 -0.2349 -7.2030
H: 3.3249 -1.3996 -7.0230
H: 1.9051 -1.9493 -8.8128
H: 0.4017 -1.6426 -7.9571
H: 2.1367 -4.1160 -7.5913
H: 0.4369 -3.9123 -7.9496
H: -1.1582 -3.2974 -4.8255
H: -0.9302 -2.2369 -6.1653
H: -1.4974 -3.9265 -6.3267
H: 0.3696 -5.1944 -4.5260
H: 0.6224 -5.8273 -6.1252
H: 2.0052 -5.2689 -5.1445
H: 0.4645 -0.3977 -4.0566
H: -0.2153 -0.3576 -5.6055
H: 1.1645 0.6859 -5.1962
H: 1.9309 -3.2197 -3.2504
C: -5.9484 -1.3162 -1.8635
C: -6.0471 0.1243 -2.3399
C: -5.5000 1.0528 -1.2475
C: -3.9751 1.0758 -1.1585
C: -3.4280 1.3481 -2.5555
C: -3.9206 0.4338 -3.6769
N: -5.3904 0.3686 -3.6311
O: -5.9321 -0.4555 -4.6392
C: -3.4963 1.1239 -4.9846
C: -3.1956 -0.8974 -3.5167
C: -7.5223 0.5270 -2.5252
H: -4.9501 -1.5263 -1.4633
H: -6.1924 -2.1013 -2.5774
H: -6.5335 -1.5064 -0.9569
H: -5.8229 2.0844 -1.3891
H: -5.7903 0.6843 -0.2596
H: -3.5567 0.1287 -0.7930
H: -3.5134 1.7280 -0.4148
H: -2.3285 1.2682 -2.5010
H: -3.4047 2.4201 -2.7913
H: -2.4390 1.3840 -4.9161
H: -3.6331 0.4508 -5.8356
H: -4.0667 2.0275 -5.2003
H: -3.0436 -1.1461 -2.4623
H: -3.7941 -1.7691 -3.8053
H: -2.2534 -0.9868 -4.0587
H: -7.9799 0.1030 -3.4187
H: -7.7124 1.5987 -2.5365
H: -8.0831 0.0774 -1.6993
H: -6.0372 0.1594 -5.3734
C: 1.6233 -3.0731 7.9770
C: 0.8570 -2.9586 6.6469
C: 0.9116 -1.4645 6.2321
C: 2.2675 -1.0466 5.6594
C: 2.5979 -2.0058 4.4995
C: 2.6258 -3.5031 4.8619
N: 1.3912 -3.8014 5.6016
O: 1.1947 -5.1647 5.8884
C: 2.6387 -4.3017 3.5702
C: 3.8922 -3.7697 5.6701
C: -0.6471 -3.1845 6.9106
H: 2.5685 -2.5297 7.9955
H: 1.8076 -4.1306 8.1790
H: 1.0710 -2.6686 8.8281
H: 0.1738 -1.1998 5.4716
H: 0.7157 -0.8761 7.1311
H: 3.0485 -1.1139 6.4205
H: 2.2835 -0.0344 5.2546
H: 3.5166 -1.5887 4.0749
H: 1.8418 -1.8790 3.7175
H: 3.6042 -4.3326 3.0661
H: 2.3026 -5.3343 3.6957
H: 1.9512 -3.9543 2.7903
H: 4.7548 -3.6923 5.0004
H: 4.0288 -3.0488 6.4696
H: 3.9239 -4.8034 6.0215
H: -1.1724 -2.9317 5.9865
H: -0.9955 -2.6727 7.7995
H: -0.8641 -4.2540 7.0016
H: 0.4903 -5.4160 5.2814
C: -0.8999 0.8894 3.6368
C: -2.3963 1.1178 3.6703
O: -3.0685 -0.1067 3.9472
H: -0.4695 0.5540 4.5855
H: -0.3663 1.8031 3.3610
H: -0.6638 0.0333 2.9986
H: -2.8301 1.5205 2.7506
H: -2.6861 1.7422 4.5167
H: -3.0093 -0.7552 3.2168
C: -3.7272 -3.2494 2.6815
C: -3.3429 -2.6563 1.3347
O: -2.6936 -1.4111 1.5453
H: -2.8301 -3.4521 3.2750
H: -4.1744 -4.2265 2.4959
H: -4.2966 -2.5389 3.2770
H: -4.2372 -2.5109 0.7135
H: -2.7284 -3.3366 0.7331
H: -2.0659 -1.1979 0.8062

As for the molecular weight: 899.44 g/mol. The calculation puts the orbital gap at 8.2 eV. For the energy relative to the best compared isomer or geometry (same formula, charge and spin), the calculation gives 0.0 kcal/mol. Its charge is 0.



| no. | HOMO energy (eV) |
| --- | --- |
| 1 | -8.01 |
| 2 | -7.99 |